{
  "formula": "C66H176N16O4",
  "method": "wB97M-V/def2-TZVPD",
  "species": ["N", "H", "H", "H", "H", "N", "H", "H", "H", "H", "N", "H", "H", "H", "H", "N", "H", "H", "H", "H", "N", "H", "H", "H", "H", "N", "H", "H", "H", "H", "C", "C", "C", "O", "C", "C", "C", "O", "O", "O", "H", "H", "C", "C", "N", "C", "C", "C", "C", "H", "H", "H", "H", "H", "H", "H", "H", "H", "H", "H", "H", "H", "H", "H", "C", "C", "N", "C", "C", "C", "C", "H", "H", "H", "H", "H", "H", "H", "H", "H", "H", "H", "H", "H", "H", "H", "C", "C", "N", "C", "C", "C", "C", "H", "H", "H", "H", "H", "H", "H", "H", "H", "H", "H", "H", "H", "H", "H", "C", "C", "N", "C", "C", "C", "C", "H", "H", "H", "H", "H", "H", "H", "H", "H", "H", "H", "H", "H", "H", "H", "C", "C", "N", "C", "C", "C", "C", "H", "H", "H", "H", "H", "H", "H", "H", "H", "H", "H", "H", "H", "H", "H", "C", "C", "N", "C", "C", "C", "C", "H", "H", "H", "H", "H", "H", "H", "H", "H", "H", "H", "H", "H", "H", "H", "C", "C", "N", "C", "C", "C", "C", "H", "H", "H", "H", "H", "H", "H", "H", "H", "H", "H", "H", "H", "H", "H", "C", "C", "N", "C", "C", "C", "C", "H", "H", "H", "H", "H", "H", "H", "H", "H", "H", "H", "H", "H", "H", "H", "C", "C", "N", "C", "C", "C", "C", "H", "H", "H", "H", "H", "H", "H", "H", "H", "H", "H", "H", "H", "H", "H", "C", "C", "N", "C", "C", "C", "C", "H", "H", "H", "H", "H", "H", "H", "H", "H", "H", "H", "H", "H", "H", "H"],
  "coordinates": [[-32.77283, -18.76897, 30.75630], [-32.51215, -19.61890, 31.24778], [-33.76950, -18.44572, 31.00192], [-32.66589, -18.94326, 29.73770], [-32.10695, -18.02374, 31.07354], [-29.54658, -23.56314, 26.03269], [-29.89294, -23.51242, 26.98072], [-29.36882, -22.65891, 25.55364], [-30.13557, -24.20297, 25.50373], [-28.60441, -24.09707, 26.08282], [-33.60071, -21.67827, 21.96610], [-33.13038, -21.60619, 21.06499], [-34.58603, -21.41159, 21.94971], [-33.08582, -21.01400, 22.58957], [-33.43687, -22.57739, 22.41433], [-33.75088, -22.00386, 27.58635], [-33.52142, -22.31319, 26.63795], [-34.67459, -22.37953, 27.81329], [-33.69176, -20.97540, 27.56301], [-33.01885, -22.39577, 28.17399], [-29.75106, -21.31237, 21.77832], [-30.40983, -21.22944, 21.00768], [-29.76038, -22.25871, 22.14343], [-30.07291, -20.64459, 22.49360], [-28.76803, -21.01468, 21.47473], [-29.15228, -20.65772, 30.26621], [-29.44747, -19.90147, 29.60225], [-29.27753, -21.54382, 29.77485], [-29.87622, -20.80563, 30.97070], [-28.15110, -20.50689, 30.62862], [-32.40161, -19.41347, 25.69643], [-31.46210, -19.98052, 24.84850], [-30.09010, -20.37974, 25.33990], [-29.32704, -21.08868, 24.59217], [-29.74026, -20.11961, 26.65956], [-30.65225, -19.35971, 27.52956], [-32.15348, -19.26590, 27.10257], [-33.02197, -19.16827, 27.99347], [-30.24004, -18.78558, 28.54264], [-31.80482, -20.13059, 23.62306], [-33.33662, -19.06664, 25.27630], [-28.76671, -20.40166, 27.03980], [-29.15427, -26.82951, 27.15769], [-27.76558, -26.20846, 27.26947], [-27.38930, -25.27401, 26.21448], [-26.19562, -24.47839, 26.50126], [-26.40089, -23.55232, 27.69512], [-27.32713, -25.86683, 24.86359], [-27.24862, -24.83287, 23.75007], [-29.29706, -27.35051, 26.21125], [-29.98753, -26.11054, 27.18899], [-29.35148, -27.51896, 27.97588], [-27.63746, -25.74983, 28.25013], [-27.05250, -27.04348, 27.29348], [-25.93162, -23.74563, 25.73867], [-25.32729, -25.12253, 26.67458], [-27.34459, -22.99033, 27.67539], [-25.58947, -22.82767, 27.73938], [-26.42683, -24.09204, 28.64537], [-26.46206, -26.52912, 24.75586], [-28.23234, -26.46187, 24.73712], [-27.35234, -25.32684, 22.78238], [-28.01342, -24.04754, 23.73497], [-26.28436, -24.32729, 23.73801], [-30.52041, -18.41721, 33.47319], [-30.00314, -17.59659, 32.28444], [-30.97205, -16.63730, 31.73371], [-30.39994, -15.98589, 30.54476], [-31.44133, -15.41916, 29.58809], [-31.56047, -15.71444, 32.72875], [-30.53261, -14.90338, 33.53369], [-30.87244, -17.72363, 34.23644], [-29.80480, -19.12123, 33.88907], [-31.40540, -18.98961, 33.17379], [-29.08040, -17.07138, 32.55673], [-29.80647, -18.30105, 31.46696], [-29.73955, -15.17089, 30.87053], [-29.68804, -16.67496, 30.08980], [-30.90162, -15.03944, 28.71594], [-32.11389, -16.18412, 29.18866], [-32.04873, -14.57592, 29.91422], [-32.23285, -16.30179, 33.35227], [-32.12247, -15.02777, 32.09455], [-29.92860, -15.55991, 34.16073], [-31.02784, -14.13616, 34.12418], [-29.83437, -14.39250, 32.86978], [-27.56786, -13.35111, 26.52170], [-28.55782, -14.50100, 26.57918], [-28.14200, -15.68047, 25.82033], [-29.20341, -16.68537, 25.74721], [-30.20451, -16.28406, 24.67476], [-26.95668, -16.27521, 26.43172], [-26.16948, -17.16939, 25.47575], [-28.05296, -12.39336, 26.70034], [-27.14705, -13.29043, 25.51440], [-26.70806, -13.47270, 27.17839], [-28.76666, -14.71893, 27.64139], [-29.51766, -14.17095, 26.17570], [-28.82672, -17.66242, 25.44094], [-29.59680, -16.81124, 26.76796], [-30.64375, -15.29827, 24.82086], [-29.73870, -16.23068, 23.68588], [-31.00248, -17.00302, 24.45640], [-27.21840, -16.80690, 27.36482], [-26.29602, -15.48012, 26.77594], [-25.70865, -16.50508, 24.74492], [-26.83355, -17.89968, 25.01561], [-25.34876, -17.68218, 25.97911], [-27.43106, -18.79807, 22.64376], [-26.90170, -19.23042, 21.27238], [-27.10303, -20.66371, 21.01180], [-26.95487, -21.02227, 19.58507], [-27.91091, -20.22542, 18.71356], [-26.25019, -21.49340, 21.87082], [-26.42316, -22.98839, 21.70549], [-28.52471, -18.84731, 22.68996], [-27.17669, -17.75251, 22.82246], [-27.07360, -19.36002, 23.50633], [-27.41192, -18.63538, 20.52097], [-25.81819, -19.06296, 21.23271], [-25.92081, -20.93146, 19.23756], [-27.22856, -22.07114, 19.46151], [-28.23421, -20.81896, 17.85796], [-28.84230, -19.97548, 19.22727], [-27.41007, -19.33208, 18.34513], [-26.42830, -21.26394, 22.92389], [-25.20947, -21.17717, 21.71973], [-25.82108, -23.52681, 22.44479], [-26.08865, -23.44934, 20.77639], [-27.41803, -23.39042, 21.93013], [-33.86671, -15.94498, 18.22532], [-33.91072, -16.08569, 19.72852], [-32.96616, -17.09480, 20.25697], [-33.24423, -17.26800, 21.68495], [-34.42679, -18.14972, 22.07693], [-31.57524, -16.66644, 20.16378], [-30.65676, -17.84010, 19.90285], [-33.88740, -16.88982, 17.68163], [-32.93577, -15.44200, 17.96235], [-34.71984, -15.37519, 17.86010], [-33.75713, -15.12120, 20.23239], [-34.89124, -16.41642, 20.07620], [-33.42017, -16.27444, 22.12970], [-32.34120, -17.57908, 22.21982], [-34.34393, -19.19864, 21.76453], [-35.33647, -17.73296, 21.65021], [-34.48064, -18.21840, 23.16585], [-31.45096, -16.00809, 19.30214], [-31.24039, -16.13298, 21.06195], [-30.92888, -18.30971, 18.95419], [-29.58527, -17.64965, 19.85825], [-30.89355, -18.59127, 20.67248], [-39.13116, -19.37826, 27.72589], [-38.97476, -19.58024, 26.23168], [-38.65684, -18.34568, 25.50938], [-37.44435, -17.70754, 25.97169], [-36.14630, -18.47959, 25.65584], [-38.65272, -18.58093, 24.07711], [-40.02935, -18.71733, 23.46837], [-38.21093, -19.08754, 28.24608], [-39.42762, -20.28404, 28.25956], [-39.88678, -18.62323, 27.94281], [-38.19798, -20.32004, 25.98512], [-39.95530, -19.97455, 25.96610], [-37.33067, -16.68012, 25.61712], [-37.51393, -17.54112, 27.04824], [-36.08929, -19.42336, 26.20508], [-36.06211, -18.65054, 24.58119], [-35.29540, -17.84808, 25.92448], [-38.07940, -19.47749, 23.77473], [-38.11380, -17.76013, 23.59278], [-39.93840, -18.78819, 22.38429], [-40.68096, -17.87648, 23.70505], [-40.53644, -19.60713, 23.84329], [-32.62415, -12.70018, 26.97086], [-33.06929, -13.08791, 25.56941], [-34.35261, -13.80116, 25.54890], [-34.38929, -14.92684, 26.46742], [-33.36803, -16.06037, 26.23861], [-34.61959, -14.19410, 24.17391], [-35.83198, -15.10264, 23.93059], [-31.77726, -12.01072, 26.97951], [-32.23042, -13.52696, 27.56872], [-33.43852, -12.22430, 27.51759], [-33.23893, -12.16856, 25.00612], [-32.23774, -13.59992, 25.06394], [-34.30065, -14.60436, 27.50591], [-35.38312, -15.37730, 26.42087], [-32.36608, -15.77302, 26.58264], [-33.61306, -16.91474, 26.87513], [-33.16212, -16.35414, 25.20769], [-33.68826, -14.61647, 23.76404], [-34.80422, -13.27383, 23.61360], [-36.10764, -15.17276, 22.87872], [-36.68117, -14.70312, 24.48573], [-35.63333, -16.13392, 24.23635], [-22.32699, -22.70105, 27.77782], [-22.83919, -21.59713, 26.81345], [-23.61392, -22.16929, 25.70490], [-24.43842, -21.18956, 24.98154], [-25.40103, -20.48512, 25.92742], [-22.66848, -22.79608, 24.78406], [-23.32612, -23.88700, 23.90640], [-23.10642, -23.46039, 27.84407], [-22.21718, -22.27818, 28.77704], [-21.36052, -23.08980, 27.47156], [-23.41777, -20.86701, 27.38025], [-22.01600, -20.95684, 26.46695], [-23.82628, -20.40541, 24.51626], [-25.03712, -21.67325, 24.20889], [-26.15798, -19.87405, 25.42663], [-26.06327, -21.19303, 26.44306], [-24.97908, -19.88305, 26.72948], [-21.85112, -23.25078, 25.33814], [-22.23656, -22.03806, 24.11774], [-24.04372, -23.44757, 23.20902], [-23.92517, -24.59379, 24.48435], [-22.52855, -24.40758, 23.38049], [-37.47968, -19.26021, 31.39903], [-35.99349, -19.19364, 31.05431], [-35.31241, -17.93961, 31.44303], [-35.37581, -17.69329, 32.91276], [-34.90333, -18.83462, 33.81060], [-35.81741, -16.76346, 30.73348], [-35.52739, -16.75940, 29.23236], [-38.01840, -18.43599, 30.92971], [-37.68432, -19.27324, 32.46672], [-37.93990, -20.13913, 30.94316], [-35.51723, -20.07349, 31.49916], [-35.77404, -19.24145, 29.98226], [-36.35348, -17.28951, 33.18902], [-34.69324, -16.84757, 33.04145], [-35.57490, -19.68276, 33.65425], [-34.93540, -18.56537, 34.86087], [-33.93043, -19.17914, 33.45268], [-36.88528, -16.64955, 30.94084], [-35.35751, -15.87672, 31.17348], [-35.92583, -15.84837, 28.78393], [-34.45840, -16.82261, 29.03021], [-36.07064, -17.54769, 28.70743], [-25.89569, -18.92490, 33.47166], [-26.99059, -19.39629, 32.49627], [-26.56984, -20.24058, 31.36834], [-25.84288, -19.47077, 30.31482], [-26.72178, -18.60314, 29.45313], [-25.79509, -21.39691, 31.79519], [-26.62793, -22.46404, 32.48752], [-25.20014, -18.29147, 32.90848], [-25.29789, -19.70859, 33.92514], [-26.32564, -18.20196, 34.16300], [-27.67942, -19.92799, 33.16198], [-27.54108, -18.51594, 32.16142], [-25.00639, -18.98462, 30.82389], [-25.38665, -20.17464, 29.61203], [-26.04569, -18.09617, 28.76232], [-27.46106, -19.11970, 28.84043], [-27.27393, -17.85546, 30.02884], [-24.88283, -21.07126, 32.30420], [-25.41905, -21.88752, 30.89358], [-27.06156, -22.14078, 33.43452], [-26.04411, -23.37360, 32.61972], [-27.48979, -22.74580, 31.87040]],
  "forces_ev_per_a": [[0.8, -0.4, -0.3], [-0.3, 0.0, 0.2], [-0.5, 0.3, 0.3], [-0.1, 0.4, 0.1], [0.1, 0.6, 0.0], [0.2, -0.4, -0.3], [0.0, 0.4, 0.1], [-0.4, 0.5, -0.1], [-0.1, 0.3, -0.1], [0.7, -0.9, 0.3], [0.9, 0.5, 1.0], [-0.5, -0.2, -0.3], [0.0, -0.1, -0.3], [0.1, 0.6, 0.3], [-0.4, -0.3, -0.5], [0.3, -0.7, -1.0], [-0.2, 0.1, 0.0], [0.0, 0.3, 0.3], [-0.2, 0.8, 0.5], [-0.2, 0.1, 0.4], [-0.8, 0.6, -0.1], [0.3, 0.0, -0.3], [0.2, 0.1, 0.2], [-0.1, -0.4, 0.5], [1.1, -0.1, -0.4], [-1.5, -0.8, -0.6], [0.0, 0.2, 0.1], [0.9, 0.1, -0.4], [0.5, 0.8, 0.6], [0.8, -0.3, 0.7], [0.0, 0.1, 2.0], [-1.3, 1.0, -1.7], [1.3, -1.8, 0.2], [-1.1, 0.4, 0.1], [-1.9, 0.7, 0.9], [1.4, -0.3, -1.4], [0.8, -0.3, -1.2], [0.0, -0.4, 0.0], [-0.8, -0.5, 0.6], [1.0, -1.0, 0.3], [-0.2, -0.2, 0.1], [0.2, 0.3, -0.1], [-0.5, 0.5, -0.4], [0.5, -1.0, 0.4], [-0.7, 1.3, -1.0], [0.1, 0.7, 1.0], [0.0, -0.4, 1.0], [-0.4, 0.1, 0.1], [0.1, -0.4, 0.2], [0.1, -0.3, 0.2], [0.2, 0.2, 0.1], [0.2, -0.1, -0.1], [-0.1, 0.3, -0.1], [0.1, 0.0, -0.1], [-0.2, -0.6, -0.7], [0.1, 0.0, -0.1], [0.0, 0.0, -0.4], [0.0, -0.1, 0.0], [0.2, 0.0, 0.0], [0.0, -0.1, 0.2], [0.1, -0.1, -0.1], [0.1, -0.2, 0.1], [-0.1, -0.1, 0.5], [-0.3, -0.3, 0.4], [-0.7, 0.7, -0.4], [-0.2, -0.1, 0.2], [-0.2, -1.3, -0.1], [0.0, 0.9, 0.9], [0.4, -0.3, -0.9], [0.7, 0.4, -0.8], [-0.1, -0.4, -0.3], [0.2, -0.3, 0.3], [0.2, 0.2, 0.0], [0.0, 0.0, 0.0], [0.2, -0.2, 0.0], [0.4, 0.2, -0.1], [-0.1, 0.2, 0.0], [-0.5, -0.2, -0.4], [0.0, 0.0, 0.0], [0.0, -0.1, 0.2], [0.1, -0.1, 0.5], [-0.1, 0.3, 0.1], [-0.4, 0.0, 0.4], [-0.1, 0.2, 0.3], [0.0, -0.1, 0.2], [-0.1, 0.1, -0.1], [0.4, 0.0, -0.8], [-0.5, 0.2, 0.0], [0.6, -0.5, 0.3], [-0.1, 0.5, -0.4], [-0.5, 0.0, -0.8], [0.4, 0.0, 0.3], [-0.1, 0.6, 0.4], [0.0, -0.1, 0.3], [-0.1, 0.0, 0.0], [-0.2, 0.1, 0.3], [0.1, -0.4, 0.1], [0.1, 0.1, -0.1], [0.5, 0.1, 0.2], [-0.5, -0.1, -0.1], [-0.1, -0.1, 0.2], [0.6, 0.1, 0.2], [-0.2, -0.1, 0.7], [-0.2, -0.2, -0.1], [0.0, 0.1, -0.2], [-0.2, -0.3, -0.4], [0.3, 0.1, -0.1], [-0.1, 0.0, 0.1], [-0.3, 0.2, -0.1], [0.5, -0.4, 0.9], [-1.2, -0.5, 0.1], [-0.6, -0.2, 0.1], [0.1, -0.1, -0.4], [0.2, 0.2, 0.0], [0.5, -0.9, 0.0], [-0.1, 0.0, -0.1], [0.0, 0.0, -0.1], [0.2, -0.1, -0.3], [0.2, -0.1, -0.2], [0.0, 0.4, -0.2], [0.1, 0.1, 0.1], [0.2, -0.1, 0.3], [0.3, 0.1, -0.1], [0.1, 0.2, 0.2], [-0.4, 0.2, -0.1], [-0.4, 0.2, -0.2], [0.2, -0.3, -0.2], [0.2, 0.8, -0.5], [-0.1, 0.5, -0.3], [-0.1, 0.7, -0.5], [0.2, 0.1, -0.1], [-0.2, -0.6, 0.3], [-0.1, 0.0, 0.7], [0.1, 0.1, 0.6], [0.3, -0.1, -0.1], [0.7, 0.4, -1.0], [-0.5, -1.1, 0.0], [0.0, -0.2, 0.3], [-0.2, 0.2, -0.3], [0.2, 0.2, 0.1], [0.2, 0.1, -0.1], [-0.1, 0.0, -0.3], [-0.2, 0.0, 0.0], [0.0, -0.4, -0.3], [0.2, 0.2, -0.5], [-0.2, -0.2, 0.3], [-0.2, 0.4, 0.0], [-0.1, 0.2, 0.2], [-0.1, 0.2, -0.1], [0.0, 0.1, 0.0], [-0.1, 0.3, 0.3], [0.4, -0.1, 0.1], [0.5, 0.0, 0.9], [0.0, 0.4, 0.5], [-0.4, -0.2, -0.1], [0.5, -0.1, 0.5], [0.0, 0.6, 0.1], [0.1, 0.3, -0.5], [-0.4, 0.0, 0.1], [0.0, 0.2, -0.2], [-0.2, -0.2, -0.4], [0.0, 0.1, -0.1], [-0.1, -0.4, 0.2], [0.2, 0.1, -0.8], [-0.4, -0.2, -0.6], [-0.1, -0.3, 0.0], [0.0, -0.1, -0.1], [-0.1, -0.2, 0.0], [0.0, -0.2, 0.2], [0.1, -0.2, 0.3], [-0.2, 0.2, 0.1], [-0.1, -0.1, 0.0], [0.2, 0.1, 0.0], [0.0, -0.1, -0.2], [0.3, 0.1, 0.4], [-0.2, 0.7, 0.5], [0.4, -0.5, 0.4], [-0.1, -0.7, -0.2], [1.0, 0.4, 0.6], [-0.2, 0.2, -0.7], [0.5, -0.1, 0.4], [-0.2, 0.2, -0.4], [-0.4, -0.3, -0.1], [0.0, 0.0, 0.0], [0.1, 0.0, -0.1], [-0.2, -0.4, -0.1], [0.1, 0.3, -0.1], [-0.1, 0.1, -0.1], [0.0, 0.3, 0.1], [-0.2, -0.1, -0.3], [-0.6, -0.1, -0.1], [-0.2, -0.3, -0.3], [0.2, 0.0, 0.0], [0.1, 0.3, -0.1], [-0.1, -0.1, 0.0], [-0.1, 0.1, 0.2], [-0.5, 1.0, -0.2], [0.2, 0.2, 0.6], [0.1, 0.2, -0.1], [0.1, 0.6, 1.2], [-1.6, -0.3, 0.4], [-0.7, -0.8, -0.7], [0.0, 0.6, 0.4], [0.3, -0.3, -0.1], [0.2, 0.0, 0.0], [-0.1, -0.3, 0.0], [-0.4, -0.4, 0.0], [0.2, -0.3, -0.3], [0.2, -0.1, -0.3], [0.3, -0.2, 0.1], [0.5, 0.2, -0.3], [0.3, -0.4, 0.0], [0.3, 0.1, -0.3], [-0.1, 0.0, 0.1], [0.2, 0.0, 0.0], [0.4, 0.1, -0.2], [0.4, -0.1, 0.3], [-0.3, -0.1, -0.3], [-0.2, 0.1, -1.0], [-0.2, 0.3, -0.2], [0.4, -1.1, 1.0], [0.7, 1.0, -0.2], [-0.9, -0.3, -1.4], [-0.1, 0.3, -0.3], [-0.6, 0.0, 0.2], [0.0, 0.1, 0.2], [0.1, 0.0, 0.0], [0.2, -0.2, 0.2], [0.3, 0.3, 0.2], [-0.6, -0.4, -0.1], [-0.2, -0.3, 0.1], [0.0, 0.1, 0.2], [0.0, -0.1, 0.4], [0.3, 0.1, 0.0], [0.3, 0.1, 0.5], [-0.1, 0.0, -0.2], [0.2, -0.1, 0.1], [0.2, 0.1, 0.2], [0.0, -0.1, -0.1], [0.3, -0.2, 0.0], [0.5, 1.1, -1.5], [0.2, 0.1, 1.5], [-1.1, 0.3, -1.0], [0.0, -1.0, 0.5], [0.2, 0.9, 0.3], [0.2, -0.7, -0.7], [-0.3, 0.2, 0.3], [0.2, -0.1, 0.1], [-0.3, 0.0, 0.4], [-0.1, -0.5, 0.4], [-0.3, -0.4, -0.5], [0.2, -0.1, -0.4], [-0.1, 0.6, -0.4], [0.0, -0.3, 0.4], [-0.3, 0.2, 0.0], [0.2, -0.4, 0.0], [0.1, 0.2, -0.1], [-0.2, -0.2, 0.5], [0.0, 0.2, -0.2], [0.3, -0.1, 0.2], [0.0, 0.1, 0.3], [0.1, 0.1, -0.2]],
  "charge": 4,
  "multiplicity": 1,
  "homo_lumo_gap_ev": 4.5,
  "max_force_ev_per_a": 2.4
}